--- a ---
The following is a DFT calculation (ωB97M-V/def2-TZVPD) of a structure of composition C15H12As2F36NaO3.

Element x y z (Å)
As  -6.414  -0.240  -3.476
As  0.639  4.170  -6.975
Na  -1.676  3.711  0.625
F  1.676  -3.128  -4.239
F  2.677  6.702  6.375
F  -5.394  -0.070  -4.964
F  -0.412  -3.221  -4.537
F  -2.473  -1.737  6.723
F  1.552  -3.352  7.418
F  -7.550  -0.300  -2.141
F  0.231  -2.692  -1.764
F  4.795  6.866  1.584
F  3.432  3.661  0.815
F  -1.017  -4.638  -6.634
F  -1.057  3.752  -7.536
F  -3.147  -3.557  5.794
F  -0.158  -7.957  -5.676
F  4.672  4.075  2.589
F  -7.281  1.090  -4.169
F  -2.381  -0.448  4.221
F  2.005  -3.061  4.533
F  0.065  5.921  -6.802
F  -1.984  -7.291  -6.692
F  1.108  2.501  -7.205
F  1.673  4.448  5.009
F  5.588  5.396  0.245
F  -5.378  0.897  -2.516
F  1.324  7.931  5.246
F  -0.612  -4.679  -1.918
F  -5.527  -1.677  -2.877
F  2.262  4.716  -6.352
F  0.182  -5.840  -7.837
F  -4.391  -1.301  4.756
F  0.454  5.523  3.845
F  0.108  3.837  -5.305
F  -7.521  -1.309  -4.423
F  1.393  -1.022  4.764
F  1.145  4.464  -8.725
F  0.538  -1.550  7.464
O  2.630  4.947  2.334
O  -1.160  -2.732  5.251
O  0.765  -5.142  -4.327
C  0.840  -2.547  6.651
C  -0.400  -3.372  6.278
C  1.543  6.667  5.625
C  0.596  -3.825  -3.861
C  -2.498  -2.420  5.629
C  0.415  -3.941  -2.280
C  1.640  5.602  4.466
C  3.830  4.607  1.638
C  -3.096  -1.599  4.530
C  1.064  -5.294  -5.782
C  2.763  5.823  3.433
C  -0.949  -6.898  -5.953
C  -0.189  -5.691  -6.568
C  4.440  5.762  0.873
C  1.778  -2.130  5.450
H  1.654  -6.210  -5.762
H  -3.106  -2.196  3.618
H  -0.925  -3.476  7.228
H  2.810  6.866  3.118
H  -1.351  -6.639  -4.973
H  2.738  -1.847  5.882
H  1.315  -4.360  -1.829
H  -0.038  -4.352  5.968
H  3.676  5.756  4.025
H  1.589  -4.477  -6.276
H  3.770  6.078  0.073
H  0.712  6.448  6.295

Lowest unoccupied orbital energy = -1.9 eV
Gap between HOMO and LUMO = 6.890 eV
Total charge = -1
HOMO = -8.78 eV

natural (NBO) atomic charge list, values in e, 6 entries: As 2.80; As 2.78; Na 1.00; F -0.32; F -0.33; F -0.63

--- b ---
The following is a DFT calculation (ωB97M-V/def2-TZVPD) of a structure of composition C15H12As2F36NaO3.

Element x y z (Å)
As  3.429  -2.088  1.375
As  1.843  -2.128  -3.896
Na  -0.575  -2.225  -0.054
F  5.044  -1.875  2.052
F  1.298  1.602  -2.112
F  -0.560  -1.435  2.278
F  -2.256  -0.083  -4.886
F  -1.033  0.221  -2.418
F  1.493  1.752  1.445
F  1.100  -1.900  -2.317
F  -3.134  1.285  0.819
F  -4.262  1.063  3.341
F  -3.534  -1.642  -4.063
F  1.177  -3.773  -3.947
F  -1.985  -0.450  4.560
F  0.326  -1.576  -4.623
F  4.038  -1.682  -0.209
F  5.981  2.600  -2.416
F  -4.129  3.214  3.589
F  5.125  0.996  -1.262
F  -2.735  -2.759  0.719
F  -3.165  0.678  -2.393
F  -0.174  0.682  5.114
F  0.068  0.637  0.195
F  6.819  2.600  0.254
F  5.416  4.305  -0.034
F  2.611  0.443  -0.897
F  2.530  -0.545  -3.845
F  3.046  -0.424  1.762
F  -6.216  -2.218  0.168
F  -2.506  3.346  1.218
F  0.390  -1.846  4.228
F  1.774  -2.345  0.763
F  2.559  -2.334  -5.499
F  -3.884  -0.968  1.021
F  2.851  -2.593  2.936
F  3.273  -2.793  -3.139
F  -5.130  -4.104  -0.077
F  3.842  -3.727  0.997
O  2.750  2.673  -0.802
O  -1.220  1.155  3.211
O  -2.366  -1.174  -1.453
C  -3.470  2.127  3.057
C  5.549  2.941  -0.052
C  -2.352  -0.993  -3.886
C  0.019  -0.879  3.375
C  0.909  1.714  0.240
C  3.732  2.829  -1.843
C  -5.106  -2.901  0.548
C  1.922  1.575  -0.913
C  -2.237  -0.291  -2.546
C  -3.846  -2.072  0.230
C  -3.407  2.396  1.543
C  -2.134  2.063  3.805
C  -3.644  -1.735  -1.243
C  -0.859  0.137  4.095
C  5.111  2.347  -1.392
H  -4.404  2.722  1.226
H  3.820  3.916  -1.876
H  3.478  2.414  -2.813
H  -1.729  3.074  3.821
H  -5.168  -3.110  1.620
H  -3.813  -2.612  -1.875
H  4.897  2.579  0.747
H  -2.423  1.785  4.819
H  0.320  2.619  0.099
H  0.942  -0.403  3.028
H  -1.523  -1.695  -4.017
H  -4.504  -1.109  -1.500

Lowest unoccupied orbital energy = 1.5 eV
Gap between HOMO and LUMO = 10.865 eV
Total charge = -1
HOMO = -9.37 eV

natural (NBO) atomic charge list, values in e, 6 entries: As 2.83; As 2.83; Na 0.96; F -0.63; F -0.33; F -0.35

Order from most stable to least stable according to the calculation: b, a

--- a ---
The following is a DFT calculation (ωB97M-V/def2-TZVPD) of a cluster of 2 separate species, CH9N2O in total.

Element x y z (Å)
O  -2.636  -0.174  0.464
N  -0.127  0.215  -0.647
N  2.154  0.403  0.062
C  1.009  -0.416  0.183
H  -1.059  0.020  -0.215
H  2.888  0.070  -0.538
H  0.097  1.207  -0.666
H  -3.373  -0.581  -0.025
H  -0.164  -0.159  -1.595
H  0.651  -0.444  1.201
H  1.131  -1.436  -0.157
H  2.477  0.766  0.947
H  -3.049  0.527  0.987

Lowest unoccupied orbital energy = -3.3 eV
Gap between HOMO and LUMO = 11.410 eV
Total charge = +1
HOMO = -14.67 eV

natural (NBO) atomic charge list, values in e, 6 entries: O -0.97; N -0.72; N -0.85; C -0.05; H 0.47; H 0.40

--- b ---
The following is a DFT calculation (ωB97M-V/def2-TZVPD) of a cluster of 2 separate species, CH9N2O in total.

Element x y z (Å)
O  2.184  0.677  -1.318
N  -0.370  0.671  -0.105
N  -1.746  -0.994  0.940
C  -0.387  -0.580  0.785
H  2.800  1.417  -1.238
H  -0.053  -0.217  1.749
H  -2.062  -1.625  0.215
H  0.617  0.901  -0.345
H  2.281  0.390  -2.233
H  -1.932  -1.382  1.853
H  0.284  -1.266  0.299
H  -0.859  0.528  -0.986
H  -0.757  1.479  0.383

Lowest unoccupied orbital energy = -3.4 eV
Gap between HOMO and LUMO = 11.289 eV
Total charge = +1
HOMO = -14.65 eV

natural (NBO) atomic charge list, values in e, 6 entries: O -0.97; N -0.70; N -0.84; C -0.04; H 0.50; H 0.22

Order from most stable to least stable according to the calculation: a, b

--- a ---
The following is a DFT calculation (ωB97M-V/def2-TZVPD) of a structure of composition C4H5F3N2.

Element x y z (Å)
F  1.302  1.283  1.147
F  -0.276  2.157  -0.104
F  -1.595  -1.212  -1.304
N  0.338  -0.176  -0.355
N  -0.381  -1.173  -0.098
C  -0.957  0.368  1.419
C  -1.097  -0.959  1.047
C  1.282  -0.176  -1.403
C  0.140  1.002  0.501
H  1.549  0.904  -1.520
H  -1.811  -1.618  1.471
H  2.214  -0.599  -0.845
H  -1.468  0.781  2.273
H  0.759  -0.584  -2.229

Lowest unoccupied orbital energy (alpha / beta) = -0.7 / -0.7 eV
Gap between HOMO and LUMO (alpha / beta) = 9.059 / 9.059 eV
HOMO (alpha / beta) = -9.75 / -9.75 eV

natural (NBO) atomic charge list, values in e, 6 entries: F -0.32; F -0.32; F -0.48; N -0.22; N 0.08; C -0.24

--- b ---
The following is a DFT calculation (ωB97M-V/def2-TZVPD) of a structure of composition C4H5F3N2.

Element x y z (Å)
F  2.122  -0.891  -1.032
F  1.802  -1.748  0.990
F  3.034  0.020  0.781
N  0.924  1.778  0.490
N  0.317  1.251  1.404
C  0.758  0.419  0.275
C  -0.764  -0.327  -0.666
C  -2.030  0.267  -0.177
C  1.915  -0.559  0.272
H  -2.883  -0.013  -0.808
H  -2.027  -0.047  0.902
H  -0.574  -0.155  -1.715
H  -0.526  -1.317  -0.328
H  -2.066  1.322  -0.388

Lowest unoccupied orbital energy = 0.1 eV
Gap between HOMO and LUMO = 10.643 eV
HOMO = -10.57 eV

natural (NBO) atomic charge list, values in e, 6 entries: F -0.32; F -0.33; F -0.32; N -0.05; N -0.02; C 0.00

Order from most stable to least stable according to the calculation: b, a

--- a ---
The following is a DFT calculation (ωB97M-V/def2-TZVPD) of a cluster of 2 separate species, C6H14O3SSi in total.

Element x y z (Å)
S  -2.854  1.502  0.421
Si  1.155  0.148  0.082
O  1.920  -1.167  -0.318
O  1.962  0.632  1.377
O  0.817  0.900  -1.275
C  -2.180  -0.122  0.915
C  1.954  -1.696  -1.588
C  0.203  2.096  -1.829
C  1.847  1.414  2.466
C  -1.833  -2.528  0.569
C  -2.371  -1.344  0.213
H  1.326  0.958  3.315
H  -1.770  -0.134  1.859
H  3.079  -1.948  -1.786
H  -2.751  -1.210  -0.785
H  1.070  2.227  2.282
H  -0.786  2.133  -1.515
H  0.788  2.834  -1.381
H  1.348  -1.055  -2.261
H  -1.543  -2.603  1.550
H  1.387  -2.682  -1.600
H  -3.804  0.975  -0.467
H  2.822  1.825  2.741
H  0.198  2.301  -2.952
H  -1.983  -3.456  -0.032

Lowest unoccupied orbital energy (alpha / beta) = 0.3 / -0.1 eV
Gap between HOMO and LUMO (alpha / beta) = 7.485 / 6.084 eV
HOMO (alpha / beta) = -7.17 / -6.22 eV

natural (NBO) atomic charge list, values in e, 6 entries: S -0.02; Si 1.96; O -0.91; O -0.91; O -0.96; C -0.33

--- b ---
The following is a DFT calculation (ωB97M-V/def2-TZVPD) of an isolated molecule of C6H14O3SSi.

Element x y z (Å)
S  2.983  0.122  1.361
Si  0.032  -0.184  -0.372
O  -0.840  -1.018  -1.495
O  -0.590  1.380  -0.386
O  1.468  -0.549  -0.857
C  -0.985  -0.107  2.414
C  1.667  0.110  2.249
C  0.118  -0.596  1.501
C  1.803  -1.154  -2.081
C  -2.212  -1.154  -1.632
C  0.156  2.655  -0.337
H  1.672  0.418  3.285
H  -0.687  0.179  3.339
H  -2.770  -0.932  -0.732
H  0.342  -1.538  1.887
H  2.844  -1.503  -2.187
H  -1.514  0.840  2.054
H  1.139  2.632  -0.654
H  -2.554  -0.507  -2.532
H  1.725  -0.312  -2.963
H  -2.497  -2.271  -1.877
H  1.127  -2.038  -2.257
H  -1.858  -0.728  2.432
H  -0.503  3.293  -0.863
H  -0.065  2.962  0.705

Lowest unoccupied orbital energy = 0.1 eV
Gap between HOMO and LUMO = 8.053 eV
HOMO = -7.95 eV

natural (NBO) atomic charge list, values in e, 6 entries: S 0.11; Si 2.33; O -0.90; O -0.93; O -0.93; C -0.63

Order from most stable to least stable according to the calculation: b, a

--- a ---
The following is a DFT calculation (ωB97M-V/def2-TZVPD) of a cluster of 2 separate species, C3H9O3 in total.

Element x y z (Å)
O  -1.244  1.208  0.782
O  0.395  -0.016  2.472
O  -0.894  -1.556  -0.553
C  0.716  0.251  -0.438
C  -0.450  1.285  -0.311
C  0.361  -1.127  -1.019
H  0.315  -1.251  -2.309
H  1.425  0.731  -1.262
H  -1.096  1.163  -1.232
H  -0.401  0.405  1.973
H  1.171  0.124  0.561
H  1.067  -1.932  -0.692
H  -1.521  -0.943  -0.756
H  0.024  2.273  -0.336
H  0.132  -0.613  3.120

Lowest unoccupied orbital energy = 4.2 eV
Gap between HOMO and LUMO = 7.153 eV
Total charge = -1
HOMO = -2.93 eV

natural (NBO) atomic charge list, values in e, 6 entries: O -0.96; O -1.04; O -0.73; C -0.49; C -0.02; C -0.02

--- b ---
The following is a DFT calculation (ωB97M-V/def2-TZVPD) of a structure of composition C3H9O3.

Element x y z (Å)
O  -2.428  -1.551  -1.296
O  1.182  1.372  1.007
O  3.047  -0.081  1.161
C  -1.666  -0.515  -1.305
C  -0.754  -0.433  -0.027
C  -0.094  0.959  0.036
H  -0.806  1.788  0.288
H  -0.948  -0.643  -2.161
H  0.037  -1.204  0.009
H  0.381  1.359  1.610
H  2.932  -0.823  1.727
H  -2.034  0.546  -1.374
H  0.481  1.158  -0.879
H  2.024  0.508  0.744
H  -1.386  -0.682  0.839

Lowest unoccupied orbital energy = 3.5 eV
Gap between HOMO and LUMO = 6.348 eV
Total charge = -1
HOMO = -2.89 eV

natural (NBO) atomic charge list, values in e, 6 entries: O -0.90; O -0.75; O -1.13; C 0.04; C -0.50; C -0.10

Order from most stable to least stable according to the calculation: a, b

--- a ---
The following is a DFT calculation (ωB97M-V/def2-TZVPD) of a structure of composition C4H9N2O2S.

Element x y z (Å)
S  -0.982  0.358  0.308
O  2.427  0.703  -0.470
O  0.882  -0.762  0.436
N  -2.653  -1.437  -1.546
N  -2.165  -0.826  0.631
C  -0.932  1.174  1.957
C  3.747  0.884  -0.955
C  1.905  -0.285  0.093
C  -2.875  -1.457  -0.236
H  -1.101  0.325  2.594
H  -3.380  -1.772  -2.073
H  -0.008  1.646  2.235
H  -1.792  -1.116  -1.951
H  4.513  0.927  -0.035
H  3.727  1.756  -1.464
H  -1.725  1.927  2.084
H  4.031  0.067  -1.742
H  -3.618  -2.111  0.134

Lowest unoccupied orbital energy (alpha / beta) = -5.2 / -4.3 eV
Gap between HOMO and LUMO (alpha / beta) = 6.685 / 7.824 eV
Total charge = +1
HOMO (alpha / beta) = -11.92 / -12.16 eV

natural (NBO) atomic charge list, values in e, 6 entries: S 0.70; O -0.45; O -0.45; N -0.76; N -0.70; C -0.75

--- b ---
The following is a DFT calculation (ωB97M-V/def2-TZVPD) of a cluster of 2 separate species, C4H9N2O2S in total.

Element x y z (Å)
S  1.969  0.076  1.156
O  1.376  1.368  1.381
O  0.507  -0.842  1.070
N  -1.030  1.828  0.751
N  -2.113  -0.155  -0.069
C  2.114  -0.004  -0.684
C  -1.604  0.814  0.350
C  -2.953  -1.042  -0.761
C  3.078  -0.668  -1.287
H  -2.181  -1.693  -1.261
H  -0.049  1.879  0.985
H  0.772  -1.812  1.249
H  -3.463  -1.687  -0.168
H  3.876  -1.056  -0.787
H  -3.617  -0.387  -1.353
H  2.962  -0.717  -2.376
H  1.245  0.514  -1.235
H  -1.498  2.642  1.025

Lowest unoccupied orbital energy = -3.0 eV
Gap between HOMO and LUMO = 10.805 eV
Total charge = +1
HOMO = -13.84 eV

natural (NBO) atomic charge list, values in e, 6 entries: S 1.53; O -0.97; O -0.91; N -0.79; N -0.28; C -0.44

Order from most stable to least stable according to the calculation: b, a

--- a ---
The following is a DFT calculation (ωB97M-V/def2-TZVPD) of a cluster of 3 separate species, C6H15NO3 in total.

Element x y z (Å)
O  2.102  0.045  -1.609
O  -1.937  0.757  -2.893
O  0.599  0.756  -3.717
N  -1.111  0.001  -0.972
C  0.373  0.159  3.777
C  -1.302  -0.635  0.361
C  0.037  -1.188  0.888
C  -2.163  0.278  -1.769
C  0.384  0.634  2.553
C  0.958  -0.105  1.382
H  -2.019  -1.511  0.260
H  1.587  0.231  -2.352
H  0.741  1.609  -4.081
H  -0.068  0.668  4.580
H  2.972  0.056  -1.929
H  -0.367  0.687  -3.457
H  0.565  -1.786  0.094
H  -1.692  0.095  1.105
H  -0.126  0.151  -1.296
H  1.933  -0.520  1.731
H  -0.080  1.639  2.319
H  0.787  -0.797  4.086
H  1.208  0.547  0.601
H  -0.176  -1.903  1.752
H  -3.204  0.134  -1.414

Lowest unoccupied orbital energy = 0.9 eV
Gap between HOMO and LUMO = 10.717 eV
HOMO = -9.79 eV

natural (NBO) atomic charge list, values in e, 6 entries: O -0.98; O -0.66; O -1.00; N -0.62; C -0.40; C -0.23

--- b ---
The following is a DFT calculation (ωB97M-V/def2-TZVPD) of a structure of composition C6H15NO3.

Element x y z (Å)
O  0.158  1.085  0.693
O  2.843  -1.413  -0.256
O  1.063  -1.693  1.130
N  3.145  -2.418  1.703
C  -1.831  1.121  -0.239
C  2.248  -1.807  0.887
C  -2.056  2.268  0.530
C  1.983  -0.809  -1.241
C  -1.363  1.221  -1.656
C  -2.323  -0.216  0.218
H  0.389  0.299  1.214
H  4.127  -2.380  1.495
H  2.838  -2.699  2.618
H  -3.250  -0.443  -0.318
H  -2.755  2.207  1.356
H  2.633  -0.571  -2.079
H  -2.240  1.210  -2.312
H  -1.588  -0.995  0.027
H  -2.540  -0.216  1.285
H  -0.726  0.378  -1.922
H  1.207  -1.513  -1.545
H  -1.988  3.234  0.044
H  1.529  0.101  -0.847
H  -0.809  2.141  -1.825
H  -0.695  1.907  1.040

Lowest unoccupied orbital energy = 0.9 eV
Gap between HOMO and LUMO = 9.252 eV
HOMO = -8.38 eV

natural (NBO) atomic charge list, values in e, 6 entries: O -1.05; O -0.52; O -0.68; N -0.83; C 0.35; C 0.89

Order from most stable to least stable according to the calculation: a, b